Entry from the OMol25 dataset: C8H12N4O4SZn as an isolated structure (wB97M-V/def2-TZVPD).

The value obtained for the energy relative to the best compared isomer or geometry (same formula, charge and spin) is 29.43 kcal per mole. The lowest unoccupied orbital energy comes out at -0.2 eV. The HOMO energy comes out at -6.72 eV. Its spin multiplicity is 1. Its gap between HOMO and LUMO is 6.47 eV.

Structure (XYZ):
```
30
Properties=species:S:1:pos:R:3:lowdin_charge:R:1
Zn 0.13 -0.26 0.57 0.4764
S -0.15 -0.56 3.18 0.1144
O -0.73 0.49 4.01 -0.3657
O 0.91 -0.01 2.37 -0.4355
O 0.27 -1.67 3.97 -0.3466
O -0.96 -0.96 2.08 -0.4347
C -2.58 -0.56 -3.31 -0.0410
C -1.85 -0.77 -2.04 -0.1598
N -1.24 -0.94 -1.06 0.1745
H -2.37 -1.44 -3.92 0.0846
H -2.11 0.17 -3.97 0.0853
H -3.65 -0.42 -3.19 0.0885
C 3.01 2.71 -1.80 -0.0163
C 2.24 1.50 -1.28 -0.1529
N 1.65 0.57 -0.86 0.1590
H 2.65 3.61 -1.30 0.0858
H 2.73 2.76 -2.85 0.0822
H 4.01 2.43 -1.47 0.0870
C -3.30 2.80 0.96 -0.0278
C -2.04 2.07 0.68 -0.1429
N -1.05 1.56 0.37 0.1717
H -3.64 3.29 0.05 0.0806
H -3.13 3.65 1.61 0.0907
H -4.10 2.16 1.33 0.0942
C 2.93 -3.99 1.10 -0.0350
C 1.86 -3.05 0.77 -0.1740
N 1.01 -2.32 0.53 0.1859
H 3.22 -3.84 2.14 0.0996
H 3.74 -4.00 0.37 0.0850
H 2.53 -4.99 0.96 0.0864
```

=====

Entry from the OMol25 dataset: C30H35CuN2O4PS as an isolated structure (wB97M-V/def2-TZVPD).

The value obtained for the energy relative to the best compared isomer or geometry (same formula, charge and spin) is 10.70 kcal per mole. The lowest unoccupied orbital energy comes out at 2.4 eV. The HOMO energy comes out at -4.01 eV. Its spin multiplicity is 1. The net charge is -1. Its gap between HOMO and LUMO is 6.40 eV.

Structure (XYZ):
```
74
Properties=species:S:1:pos:R:3:lowdin_charge:R:1
Cu -0.56 -0.15 1.55 0.3060
O -0.53 2.02 1.69 -0.0371
C -1.51 2.65 2.08 -0.1994
C -2.90 2.27 2.00 -0.1168
C -3.81 3.14 2.59 0.0315
C -5.16 2.86 2.57 -0.1822
C -5.65 1.69 1.94 -0.0143
C -4.78 0.84 1.35 -0.0001
C -3.35 1.07 1.32 -0.3652
O -2.59 0.27 0.73 -0.0406
N -6.08 3.77 3.19 -0.3758
O -5.65 4.82 3.65 0.0271
O -7.28 3.55 3.08 0.0286
H -1.34 3.63 2.57 0.1248
H -3.46 4.04 3.08 0.1197
H -6.71 1.50 1.95 0.1100
H -5.13 -0.07 0.86 0.1096
C -1.39 -1.35 -5.93 -0.0789
C -1.45 -0.78 -4.52 -0.5615
C -0.72 0.58 -4.52 -0.0489
C -2.92 -0.56 -4.15 -0.0460
C -0.80 -1.70 -3.48 -0.1732
C -0.23 -2.93 -3.82 -0.0427
C 0.35 -3.76 -2.87 -0.0888
C 0.36 -3.35 -1.55 -0.4719
S 0.99 -4.11 -0.12 1.0723
C 0.46 -2.73 0.83 -0.5227
N -0.12 -1.81 0.15 0.0623
C -0.20 -2.11 -1.19 -0.2799
C -0.78 -1.30 -2.15 0.0469
C 0.68 -2.62 2.28 -0.2773
C 1.34 -3.63 2.97 -0.0877
C 1.56 -3.51 4.33 -0.1207
C 1.10 -2.37 4.98 -0.1200
C 0.44 -1.37 4.27 -0.1436
C 0.19 -1.44 2.89 -0.1218
H -1.87 -0.66 -6.63 0.0806
H -1.92 -2.31 -6.00 0.0827
H -0.36 -1.51 -6.26 0.0828
H -1.18 1.25 -5.25 0.0808
H 0.33 0.45 -4.78 0.0881
H -0.78 1.06 -3.54 0.0780
H -3.40 0.11 -4.87 0.0814
H -3.03 -0.11 -3.16 0.0803
H -3.47 -1.51 -4.15 0.0895
H -0.24 -3.26 -4.85 0.0926
H 0.78 -4.71 -3.16 0.1018
H -1.22 -0.36 -1.82 0.1176
H 1.70 -4.52 2.45 0.0759
H 2.08 -4.29 4.88 0.0869
H 1.26 -2.26 6.05 0.0871
H 0.10 -0.50 4.83 0.0797
C 4.51 -0.43 -1.32 -0.1773
C 4.45 0.03 0.13 -0.4527
P 2.69 0.25 0.68 0.9900
C 2.19 1.73 -0.31 -0.4140
C 3.11 2.94 -0.42 -0.1512
C 2.90 0.89 2.40 -0.4098
C 4.13 1.71 2.78 -0.1587
H 5.54 -0.66 -1.63 0.0610
H 4.14 0.34 -2.00 0.0560
H 3.90 -1.32 -1.48 0.0599
H 5.05 0.94 0.27 0.0563
H 4.88 -0.73 0.78 0.0732
H 1.22 2.03 0.10 0.0438
H 1.97 1.34 -1.31 0.0599
H 3.24 3.45 0.54 0.0514
H 2.71 3.68 -1.12 0.0639
H 4.11 2.67 -0.78 0.0545
H 2.83 0.01 3.04 0.0583
H 1.98 1.45 2.60 0.0626
H 5.05 1.15 2.60 0.0552
H 4.11 1.96 3.84 0.0642
H 4.20 2.64 2.22 0.0460
```

=====

Entry from the OMol25 dataset: one molecule with the formula C5H9N2OP (wB97M-V/def2-TZVPD).

The value obtained for the energy relative to the best compared isomer or geometry (same formula, charge and spin) is 82.18 kcal per mole. The lowest unoccupied orbital energy (spin up / spin down) comes out at 0.7 / -1.9 eV. The HOMO energy (spin up / spin down) comes out at -5.10 / -8.03 eV. Its spin multiplicity is 3. Its expectation value of S² is 2.0182. Its gap between HOMO and LUMO (spin up / spin down) is 5.80 / 6.10 eV.

Structure (XYZ):
```
18
Properties=species:S:1:pos:R:3:mulliken_spin:R:1
C 1.62 0.41 -1.07 -0.1252
C 1.14 1.60 -0.85 0.9206
C -0.73 -0.97 1.05 0.0211
C 0.61 -0.68 -1.12 0.1109
C -0.71 -0.20 -0.27 -0.0651
N -0.66 1.18 -0.11 0.6763
N -1.01 -2.30 0.87 -0.0038
O -0.51 -0.38 2.11 0.0125
P -0.96 1.95 1.35 0.2429
H 2.51 0.14 -1.43 0.0331
H 1.32 2.69 -0.87 0.0160
H 0.41 -0.80 -2.19 -0.0092
H 1.14 -1.61 -0.91 0.0053
H -1.62 -0.59 -0.68 0.0574
H -1.11 -2.72 -0.06 -0.0001
H -0.55 -2.93 1.52 0.0000
H -1.18 3.07 0.72 0.0007
H 0.28 2.13 1.93 0.1065
```

=====

Entry from the OMol25 dataset: C22H27CrF4N6SSi as an isolated structure (wB97M-V/def2-TZVPD).

The lowest unoccupied orbital energy (spin up / spin down) comes out at 0.1 / 0.3 eV. The HOMO energy (spin up / spin down) comes out at -7.72 / -8.09 eV. Its spin multiplicity is 4. Its expectation value of S² is 3.8392. Its gap between HOMO and LUMO (spin up / spin down) is 7.85 / 8.35 eV.

Structure (XYZ):
```
62
Properties=species:S:1:pos:R:3:mulliken_spin:R:1
Cr -0.30 0.73 -0.52 3.2499
C -1.32 3.41 1.25 0.0175
C 0.01 3.46 0.52 0.0087
N 0.66 2.13 0.54 -0.1207
C 2.65 1.11 -0.58 -0.0137
C 2.69 -0.39 -0.33 0.0344
C 1.18 1.70 1.85 0.0366
C 0.64 0.32 2.28 -0.0109
N -0.18 -0.22 1.21 -0.0236
C -1.12 -1.16 1.52 -0.0060
C -2.36 -1.12 0.88 0.0338
F -2.58 -0.08 0.02 0.0121
C -3.37 -2.03 1.10 -0.0015
F -4.52 -1.90 0.43 -0.0001
C -3.20 -3.05 2.02 0.0078
C -2.00 -3.11 2.69 -0.0034
F -1.79 -4.08 3.58 -0.0001
C -0.98 -2.20 2.45 -0.0011
F 0.19 -2.36 3.11 -0.0003
H -1.77 4.40 1.25 0.0028
H -1.21 3.10 2.29 -0.0019
H -2.01 2.72 0.76 -0.0022
H 0.68 4.20 0.97 0.0041
H -0.15 3.71 -0.52 -0.0050
H 3.31 1.64 0.12 -0.0031
H 3.08 1.29 -1.57 -0.0102
H 2.33 -0.68 0.65 0.0000
H 3.72 -0.74 -0.42 0.0053
H 2.10 -0.92 -1.08 -0.0046
H 0.90 2.46 2.57 0.0008
H 2.27 1.71 1.82 0.0004
H 0.04 0.43 3.19 0.0019
H 1.48 -0.33 2.55 -0.0010
H -3.98 -3.77 2.20 0.0010
C -4.68 -0.18 -4.74 -0.0007
Si -2.89 -0.13 -5.28 0.0030
C -2.39 1.60 -5.73 -0.0008
C -2.64 -1.22 -6.79 0.0000
C -1.88 -0.91 -3.88 -0.0012
C -1.74 -2.29 -3.84 0.0079
C -1.06 -2.94 -2.81 -0.0019
C -0.52 -2.17 -1.81 0.0219
N -0.62 -0.84 -1.83 -0.0534
C -1.29 -0.20 -2.81 0.0196
S -1.35 1.53 -2.53 -0.0289
H -5.33 0.23 -5.52 0.0000
H -4.82 0.42 -3.84 0.0000
H -5.00 -1.20 -4.53 -0.0001
H -2.91 1.89 -6.65 -0.0004
H -1.31 1.68 -5.92 0.0002
H -2.64 2.32 -4.95 0.0013
H -3.19 -0.79 -7.63 0.0000
H -3.02 -2.23 -6.65 -0.0001
H -1.59 -1.28 -7.07 0.0000
H -2.17 -2.89 -4.63 0.0018
H -0.96 -4.02 -2.78 -0.0001
H 0.02 -2.60 -0.97 -0.0006
N 3.50 4.45 0.70 0.0004
C 3.04 4.31 -0.35 -0.0019
N 2.53 4.18 -1.56 -0.0005
C 1.81 3.41 -2.16 0.0108
N 1.35 1.76 -0.66 -0.1838
```